[1]
This record from the Open Molecules 2025 dataset describes a single C19H28N8O2 molecule. The level of theory is wB97M-V/def2-TZVPD.

- Electronic energy: -36173.1998 eV
- Energy above the lowest of the compared OMol25 structures with the same formula, charge and spin: 1.1397 eV
- Frontier orbital gap: 9.662 eV
- Total charge: 0

Element x y z (Å)
C: -0.5541 -3.2495 -4.2612
C: 0.4300 -3.6126 -3.1833
C: 0.9451 -4.8981 -3.0719
N: 1.8333 -5.2727 -2.1495
C: 2.2373 -4.3529 -1.2768
C: 1.7703 -3.0412 -1.2709
C: 2.2987 -2.1137 -0.2104
O: 3.2981 -2.4174 0.4229
N: 1.6046 -0.9631 0.0022
C: 2.0653 0.0264 0.9818
C: 3.4487 0.5539 0.6042
C: 1.1052 1.2130 1.1150
C: -0.3063 0.9531 1.6465
N: -1.3163 0.7072 0.5845
C: -1.9372 -0.5520 0.5032
O: -1.4798 -1.4542 -0.1644
C: -3.2215 -0.7357 1.3016
C: -4.2714 0.3163 0.8865
C: -4.3034 1.2981 2.0592
C: -4.0234 0.3902 3.2436
N: -2.9968 -0.5134 2.7333
C: -2.8445 -1.7256 3.5297
C: -1.6514 -2.5316 3.1341
N: -0.3947 -2.2752 3.5434
N: 0.3797 -3.1385 2.9262
N: -0.4146 -3.8785 2.1929
C: 0.0750 -4.9390 1.3326
N: -1.6938 -3.5549 2.2924
C: 0.8632 -2.6737 -2.2555
H: -0.0714 -2.6780 -5.0559
H: -0.9994 -4.1394 -4.7048
H: -1.3603 -2.6384 -3.8531
H: 0.6305 -5.6713 -3.7670
H: 2.9651 -4.6651 -0.5371
H: 0.6238 -0.9926 -0.2370
H: 2.1370 -0.4638 1.9606
H: 3.7336 1.3659 1.2756
H: 4.2023 -0.2239 0.6768
H: 3.4438 0.9432 -0.4165
H: 1.5829 1.8905 1.8253
H: 1.0579 1.7657 0.1679
H: -0.2855 0.1301 2.3549
H: -0.6317 1.8233 2.2192
H: -0.8577 0.8651 -0.3056
H: -3.5735 -1.7528 1.0996
H: -4.0340 0.8007 -0.0605
H: -5.2413 -0.1695 0.7709
H: -3.5122 2.0426 1.9664
H: -5.2560 1.8201 2.1441
H: -3.6528 0.9194 4.1235
H: -4.9341 -0.1549 3.5405
H: -2.7309 -1.4313 4.5744
H: -3.7372 -2.3656 3.4585
H: -0.4286 -4.8650 0.3723
H: 1.1459 -4.8000 1.2110
H: -0.1286 -5.9062 1.7875
H: 0.4886 -1.6611 -2.3154

Cartesian forces (eV/Å) of the 3 atoms listed first:
C -0.004 -0.001 0.072
C -0.058 -0.002 -0.023
C 0.104 0.006 0.112

Atom charges from the natural (NBO) analysis, given in e for atoms 1 to 8:
1. C -0.628
2. C -0.065
3. C 0.038
4. N -0.418
5. C 0.063
6. C -0.183
7. C 0.670
8. O -0.620


[2]
This record from the Open Molecules 2025 dataset describes a molecular structure, C4H7N3O. The level of theory is wB97M-V/def2-TZVPD.

- Electronic energy: -10771.5570 eV
- Energy above the lowest of the compared OMol25 structures with the same formula, charge and spin: 8.1903 eV
- Frontier orbital gap: 8.303 eV
- Total charge: 0

Element x y z (Å)
C: -2.3409 -0.1351 -0.5905
C: -0.9705 -0.3768 0.1414
C: 1.7882 -0.3148 -0.3001
C: -0.5913 0.6531 0.9485
H: -2.7546 -1.1865 -0.7650
H: -3.0449 0.2895 0.3401
H: -2.2436 0.5842 -1.4896
H: 2.8520 -0.8598 -0.4677
H: 0.4629 2.7563 -0.0719
H: 0.3569 0.4042 1.6181
H: -1.3277 1.4870 1.3811
N: -0.2337 -1.3189 -0.0740
N: 1.4241 0.8756 -0.6384
N: 0.2371 1.4168 -0.0282
O: 1.0492 -1.1560 0.4305

Cartesian forces (eV/Å) of the 3 atoms listed first:
C -0.959 -1.082 2.711
C -5.720 0.816 -1.805
C 2.006 0.585 -0.868

Atom charges from the natural (NBO) analysis, given in e for atoms 1 to 8:
1. C -0.651
2. C 0.230
3. C 0.295
4. C -0.331
5. H 0.243
6. H 0.210
7. H 0.264
8. H 0.198


[3]
This record from the Open Molecules 2025 dataset describes 3 unconnected molecules or ions with the total composition C5H14O3. The level of theory is wB97M-V/def2-TZVPD.

- Expectation value of S²: 0.75
- Electronic energy: -11551.1425 eV
- Energy above the lowest of the compared OMol25 structures with the same formula, charge and spin: 2.9043 eV
- Multiplicity: 2
- Frontier orbital gap (spin up / spin down): 2.151 / 8.506 eV
- Total charge: -1

Element x y z (Å)
C: -2.0007 -1.5028 -0.3114
C: -1.6735 -0.9934 1.0840
C: 1.9527 0.4995 1.8058
O: 2.3603 1.5948 0.9428
C: 0.4810 0.3474 1.9233
C: -0.1842 -0.5450 1.1203
H: -3.0280 -1.6881 -0.3699
H: -1.4437 -2.4367 -0.5246
H: -1.9173 -0.9109 -1.2297
H: -1.6173 -1.9181 1.8078
H: -2.2095 -0.2051 1.4700
H: 2.3902 -0.4333 1.3825
H: 2.4280 0.8817 2.7026
H: 2.2450 1.4189 0.0215
H: -0.0515 0.9184 2.6360
H: 0.3687 -0.9415 0.2992
H: 0.8682 0.2897 -3.1825
H: 1.4947 0.0533 -1.7969
O: 1.1004 -0.4419 -2.6069
H: -1.1817 1.7371 -2.7871
H: -0.0902 2.3633 -1.7466
O: -0.2915 1.9126 -2.6402

Cartesian forces (eV/Å) of the 3 atoms listed first:
C 0.393 -0.533 -0.416
C 4.589 -2.168 0.183
C -0.470 0.297 -0.822

Atom charges from the natural (NBO) analysis, given in e for atoms 1 to 8:
1. C -0.669
2. C -0.508
3. C -0.167
4. O -0.838
5. C -0.356
6. C -0.257
7. H 0.187
8. H 0.196


Please write out number 3 again, unchanged.
This record from the Open Molecules 2025 dataset describes 3 unconnected molecules or ions with the total composition C5H14O3. The level of theory is wB97M-V/def2-TZVPD.

- Expectation value of S²: 0.75
- Electronic energy: -11551.1425 eV
- Energy above the lowest of the compared OMol25 structures with the same formula, charge and spin: 2.9043 eV
- Multiplicity: 2
- Frontier orbital gap (spin up / spin down): 2.151 / 8.506 eV
- Total charge: -1

Element x y z (Å)
C: -2.0007 -1.5028 -0.3114
C: -1.6735 -0.9934 1.0840
C: 1.9527 0.4995 1.8058
O: 2.3603 1.5948 0.9428
C: 0.4810 0.3474 1.9233
C: -0.1842 -0.5450 1.1203
H: -3.0280 -1.6881 -0.3699
H: -1.4437 -2.4367 -0.5246
H: -1.9173 -0.9109 -1.2297
H: -1.6173 -1.9181 1.8078
H: -2.2095 -0.2051 1.4700
H: 2.3902 -0.4333 1.3825
H: 2.4280 0.8817 2.7026
H: 2.2450 1.4189 0.0215
H: -0.0515 0.9184 2.6360
H: 0.3687 -0.9415 0.2992
H: 0.8682 0.2897 -3.1825
H: 1.4947 0.0533 -1.7969
O: 1.1004 -0.4419 -2.6069
H: -1.1817 1.7371 -2.7871
H: -0.0902 2.3633 -1.7466
O: -0.2915 1.9126 -2.6402

Cartesian forces (eV/Å) of the 3 atoms listed first:
C 0.393 -0.533 -0.416
C 4.589 -2.168 0.183
C -0.470 0.297 -0.822

Atom charges from the natural (NBO) analysis, given in e for atoms 1 to 8:
1. C -0.669
2. C -0.508
3. C -0.167
4. O -0.838
5. C -0.356
6. C -0.257
7. H 0.187
8. H 0.196